The following is a quantum chemistry calculation of a structure of composition C40H46BrCl3N2O5ReSSi, from the Open Molecules 2025 dataset.

Results
- spin multiplicity = 2
- Kohn-Sham gap (alpha / beta) (eV) = 7.33 / 5.81
- expectation value of S² = 0.79

```
100
Properties=species:S:1:pos:R:3:mulliken_spin:R:1
Re 0.413 -0.249 -1.277 0.668
C 1.656 -1.310 2.740 0.006
C 1.344 0.015 2.055 -0.024
C 0.827 1.042 3.053 0.000
C 2.589 0.545 1.373 0.006
O 0.317 -0.206 1.015 0.110
Si -1.279 -0.728 1.254 0.007
S -1.900 -0.876 -0.693 0.020
O -2.182 0.264 2.189 0.005
C -2.882 1.500 2.004 0.004
C -2.101 2.419 1.076 -0.010
C -3.018 2.115 3.391 0.001
C -4.251 1.189 1.409 0.000
O -1.129 -2.114 2.082 -0.005
C -2.098 -2.986 2.684 0.002
C -1.396 -4.330 2.826 0.000
C -3.313 -3.113 1.773 0.000
C -2.484 -2.425 4.047 -0.001
H 2.554 -1.192 3.349 0.000
H 1.838 -2.083 1.993 -0.004
H 0.837 -1.639 3.375 0.000
H 1.521 1.102 3.893 0.000
H -0.155 0.768 3.439 0.000
H 0.758 2.030 2.594 -0.001
H 3.296 0.883 2.132 0.000
H 2.351 1.385 0.719 -0.003
H 3.069 -0.222 0.771 0.001
H -1.124 2.660 1.497 -0.003
H -2.650 3.349 0.911 0.000
H -1.962 1.925 0.115 0.007
H -2.033 2.321 3.812 0.000
H -3.543 1.431 4.058 0.000
H -3.576 3.052 3.339 0.000
H -4.133 0.650 0.468 -0.001
H -4.801 2.112 1.214 0.000
H -4.833 0.572 2.096 0.000
H -1.096 -4.698 1.843 -0.001
H -2.059 -5.061 3.292 0.001
H -0.503 -4.224 3.444 0.000
H -2.999 -3.401 0.768 0.000
H -3.849 -2.163 1.707 0.000
H -3.998 -3.868 2.163 0.000
H -1.600 -2.338 4.682 0.000
H -3.200 -3.087 4.539 0.000
H -2.931 -1.438 3.938 0.000
Br 4.824 -4.610 1.933 0.000
C 3.195 -5.083 1.082 0.000
C 2.794 -6.407 1.066 0.000
C 1.596 -6.732 0.444 0.000
C 0.821 -5.748 -0.148 -0.001
C 1.237 -4.423 -0.131 -0.002
C 2.434 -4.090 0.491 0.002
C 0.340 -3.387 -0.795 0.000
O -0.772 -3.682 -1.175 0.022
O 0.910 -2.196 -0.913 0.025
H 3.404 -7.168 1.533 0.000
H 1.270 -7.763 0.425 0.000
H -0.115 -5.988 -0.634 0.000
H 2.761 -3.064 0.528 0.001
Cl 1.670 -0.172 -6.471 0.000
C 0.253 -0.974 -5.782 -0.004
Cl -1.231 -0.252 -6.422 0.003
Cl 0.300 -2.707 -6.090 0.006
C 0.257 -0.781 -4.334 0.088
N 0.319 -0.571 -3.206 -0.045
C 5.317 0.396 -1.929 0.001
C 4.413 1.410 -2.200 0.001
C 3.046 1.178 -2.109 -0.006
C 2.518 -0.056 -1.699 0.008
C 3.456 -1.075 -1.512 0.002
C 4.824 -0.862 -1.618 0.001
H 6.383 0.576 -1.981 0.000
H 4.766 2.393 -2.490 0.000
H 2.381 1.988 -2.366 0.003
H 3.103 -2.065 -1.285 0.002
H 5.506 -1.689 -1.457 0.000
N 0.011 1.465 -1.528 -0.224
C -0.308 2.668 -1.852 0.014
C -1.686 2.964 -2.278 0.063
C -2.479 1.952 -2.824 0.047
C -3.807 2.199 -3.124 -0.028
C -4.354 3.451 -2.875 0.048
C -3.569 4.462 -2.335 -0.027
C -2.238 4.224 -2.040 0.059
C 0.683 3.760 -1.731 0.055
C 0.876 4.648 -2.786 0.039
C 1.829 5.648 -2.676 -0.014
C 2.583 5.768 -1.516 0.026
C 2.388 4.885 -0.463 -0.016
C 1.440 3.882 -0.569 0.022
H -2.054 0.973 -2.990 0.011
H -4.418 1.412 -3.546 0.000
H -5.397 3.638 -3.095 0.004
H -3.998 5.436 -2.138 0.000
H -1.631 5.006 -1.603 0.003
H 0.294 4.543 -3.692 0.000
H 1.981 6.338 -3.496 0.000
H 3.324 6.552 -1.434 0.002
H 2.981 4.971 0.438 0.000
H 1.280 3.182 0.243 0.027
```